Formula: C14H20N3RhS5
Source: OMol25
Level of theory: the ωB97M-V functional and the def2-TZVPD basis

Geometry as XYZ:
```
43
Properties=species:S:1:pos:R:3:lowdin_charge:R:1
Rh -0.23664 -0.65389 -0.02020 0.51
C 3.91344 -2.58761 3.27625 -0.34
S 3.71642 -2.57889 1.48442 0.95
C 2.16827 -1.88261 1.30376 -1.02
S 1.62122 -1.81542 -0.39587 0.67
N 1.46171 -1.44052 2.29236 -0.02
N 0.23433 -0.99140 1.88805 -0.19
C -0.67569 -0.75972 2.75911 0.00
C -1.99217 -0.34890 2.27595 -0.23
C -3.06189 -0.18328 3.13207 0.04
C -4.31437 0.10343 2.59768 0.01
C -4.44966 0.19285 1.22591 0.01
C -3.32684 0.02236 0.42503 -0.10
N -2.12055 -0.22153 0.92921 -0.03
H 4.82695 -3.14787 3.46264 0.05
H 3.06787 -3.08969 3.73786 0.05
H 4.01298 -1.57372 3.65305 0.05
H -0.47371 -0.92309 3.81233 0.16
H -2.92129 -0.29461 4.19873 0.14
H -5.16830 0.23755 3.24771 0.14
H -5.40657 0.39064 0.76425 0.13
H -3.40411 0.07654 -0.65374 0.10
C 2.61107 1.19876 -1.72430 -0.51
C 1.85006 2.05611 -0.71945 -0.41
S 0.30377 1.53484 0.12576 0.96
C -1.00820 2.26261 -0.89471 -0.44
C -1.11694 1.63703 -2.26625 -0.44
S -1.10760 -0.19355 -2.18342 0.89
C -0.17199 -0.60053 -3.69009 -0.45
C 1.34256 -0.49185 -3.64925 -0.50
S 2.03311 1.17980 -3.43873 0.94
H 2.75587 0.18473 -1.36565 0.01
H 3.60558 1.64851 -1.76879 0.09
H 1.56158 3.01148 -1.16418 0.10
H 2.50257 2.27738 0.12663 0.09
H -0.80757 3.33302 -0.96148 0.11
H -1.91212 2.13717 -0.30140 0.07
H -0.27374 1.92703 -2.88788 0.03
H -2.04476 1.93550 -2.75412 0.11
H -0.60594 0.05249 -4.44958 0.10
H -0.47681 -1.61960 -3.93313 0.10
H 1.71659 -0.85833 -4.60613 0.09
H 1.77154 -1.14322 -2.89036 0.02
```

Values from the calculation:
Frontier orbital gap (spin up / spin down) ... 6.2 / 6.2 eV
Net charge ... +2

Formula: C14H20N4O3PdS
Source: OMol25
Level of theory: the ωB97M-V functional and the def2-TZVPD basis

Geometry as XYZ:
```
43
Properties=species:S:1:pos:R:3:lowdin_charge:R:1
Pd 0.18604 0.51320 0.33067 0.79
C 0.38213 1.92682 -5.28667 -0.09
C 1.26164 2.66022 -4.27361 -0.27
N 1.98656 1.75371 -3.39615 -0.01
C 1.42259 1.04082 -2.40946 -0.77
S -0.17448 1.44575 -1.85259 0.70
N 2.09992 -0.00008 -1.97443 -0.02
N 1.71433 -0.49239 -0.80027 -0.09
C 2.09119 -1.67602 -0.44180 -0.26
C 2.86541 -2.59266 -1.33372 -0.02
C 1.76448 -2.04786 0.92648 -0.22
C 2.28647 -3.17664 1.55932 0.00
C 1.97688 -3.41522 2.88412 -0.05
C 1.15362 -2.52397 3.55680 -0.05
C 0.66281 -1.43084 2.86361 -0.10
N 0.94354 -1.21138 1.58261 0.03
H -0.05154 2.63038 -5.99714 0.07
H -0.42112 1.40717 -4.76521 0.05
H 0.96845 1.19308 -5.84242 0.07
H 0.64280 3.31265 -3.65806 0.09
H 2.00588 3.26865 -4.78601 0.11
H 2.83093 1.34190 -3.76627 0.14
H 2.90144 -2.17520 -2.33530 0.07
H 2.38072 -3.56918 -1.36349 0.09
H 3.88648 -2.72009 -0.96720 0.09
H 2.92223 -3.85769 1.01191 0.11
H 2.37916 -4.28414 3.38771 0.11
H 0.89129 -2.67717 4.59389 0.11
H 0.01630 -0.70793 3.33967 0.11
C -4.36695 0.79091 1.50522 -0.03
C -2.93886 0.97785 1.98286 -0.53
C -2.86769 1.41081 3.44498 -0.02
O -2.19973 -0.23421 1.78619 -0.07
C -2.22971 2.12766 1.16649 -0.61
O -2.94173 3.03420 0.77449 0.06
O -0.94047 2.09192 1.08307 -0.20
H -4.95157 0.21293 2.22713 0.08
H -4.37305 0.27990 0.54096 0.09
H -4.83158 1.76491 1.36998 0.09
H -3.39880 0.71082 4.09529 0.08
H -3.31571 2.39956 3.54683 0.10
H -1.82436 1.47278 3.75581 0.08
H -2.79592 -0.97593 1.93370 0.09
```

Values from the calculation:
Frontier orbital gap ... 7.0 eV

Formula: C14H20N4O3S
Source: OMol25
Level of theory: the ωB97M-V functional and the def2-TZVPD basis

Geometry as XYZ:
```
42
Properties=species:S:1:pos:R:3:lowdin_charge:R:1
C -2.63396 -3.83134 -0.56296 -0.02
C -3.30137 -2.77416 -0.56697 -0.19
C -3.37618 -1.80119 0.62590 -0.31
N -3.04077 -0.56602 0.31878 -0.06
C -1.73406 -0.40567 0.41582 -0.48
C -1.38172 1.01976 0.28134 -0.07
C -0.09977 1.36552 0.58387 -0.09
N 0.89923 0.74578 0.81440 0.05
C 2.25602 1.08777 0.95455 -0.18
H 2.48016 2.08856 0.88178 0.10
H 2.59948 1.01368 2.07401 0.17
C 3.05203 0.39291 -0.09012 -0.09
N 4.56492 0.51344 0.03157 -0.25
C 5.30459 0.92026 -1.06167 -0.17
C 5.70884 -0.53979 -1.79551 0.01
O 6.41992 -1.27017 -0.59989 -0.18
C 5.80791 -1.60205 0.52452 -0.20
H 6.41341 -2.01489 1.22995 0.08
C 5.42158 0.00150 1.01702 -0.11
H 4.69926 -0.23994 2.09836 0.18
H 6.15459 0.47380 1.26177 0.00
H 4.78192 -1.98916 0.43194 0.09
H 6.34988 -0.27898 -2.48759 0.05
H 4.76958 -1.06422 -1.77698 0.11
H 4.67603 1.54506 -2.06816 0.19
H 6.26086 1.44600 -0.88676 0.11
H 3.00599 -0.96660 0.15011 0.20
H 2.83439 0.72390 -1.01685 0.07
H 0.17713 2.46753 0.24006 0.20
C -2.21211 2.04074 -0.25547 -0.22
O -1.95990 3.32744 -0.69807 -0.10
N -3.57026 1.57493 -0.60684 0.13
C -3.96095 0.39274 -0.15583 -0.64
S -5.59682 -0.14036 -0.46495 0.61
H -4.25663 2.17623 -0.86019 0.09
O -0.96855 -0.87878 1.07550 0.17
H 0.63472 -0.21758 0.99672 0.14
H -2.88421 -2.25142 1.70702 0.19
H -4.58618 -1.79058 1.02383 0.14
H -4.19220 -2.32456 -1.29647 0.13
H -2.57213 -4.51739 -1.37454 0.06
H -2.19812 -4.06910 0.41177 0.08
```

Values from the calculation:
Frontier orbital gap ... 7.2 eV

Formula: C14H20N4O3S2
Source: OMol25
Level of theory: the ωB97M-V functional and the def2-TZVPD basis

Geometry as XYZ:
```
43
Properties=species:S:1:pos:R:3:lowdin_charge:R:1
C 1.82274 4.05938 0.57845 -0.10
C 1.60958 2.74878 -0.09830 -0.52
C 2.48435 2.03705 -0.85510 -0.27
C 1.91530 0.81443 -1.33868 -0.12
C 0.59085 0.64127 -0.91164 -0.51
N -0.18161 -0.39566 -1.20744 0.06
C 0.39403 -1.30398 -1.97706 -0.67
N 1.62295 -1.26759 -2.46343 0.11
C 2.40308 -0.23748 -2.15616 -0.31
N 3.63628 -0.25056 -2.70504 0.17
H 4.35875 0.34467 -2.34495 0.08
H 3.89598 -1.10212 -3.17393 0.11
S -0.55456 -2.70281 -2.39850 1.01
C -1.96083 -2.41148 -1.27354 -0.36
C -1.43832 -2.31114 0.14910 -0.53
O -0.59278 -3.09768 0.54384 0.03
N -1.99133 -1.39955 0.97918 -0.06
C -2.81212 -0.28194 0.56099 -0.16
H -2.69070 0.51323 1.29939 0.13
C -4.30268 -0.65030 0.47423 -0.24
O -4.83202 -1.04536 1.71440 -0.05
H -4.38574 -1.85148 1.99844 0.08
H -4.87286 0.23175 0.17495 0.12
H -4.45430 -1.43935 -0.27497 0.11
H -2.45879 0.10201 -0.39772 0.10
C -1.58701 -1.44092 2.38268 -0.12
H -2.32835 -0.88764 2.95940 0.12
C -0.18519 -0.85751 2.62600 -0.24
O 0.83330 -1.81371 2.54223 -0.07
H 0.61606 -2.41261 1.80466 0.06
H -0.12921 -0.44113 3.63654 0.12
H -0.01499 -0.04039 1.90779 0.07
H -1.58175 -2.48541 2.71128 0.14
H -2.58051 -3.30463 -1.36054 0.09
H -2.50346 -1.53851 -1.62034 0.06
S 0.05057 1.96679 0.06267 1.10
C 3.87898 2.49279 -1.14810 -0.03
H 4.60570 1.81480 -0.69863 0.09
H 4.04659 3.48361 -0.73597 0.07
H 4.04765 2.53671 -2.22384 0.09
H 2.07997 4.83217 -0.14616 0.08
H 0.91643 4.36127 1.09623 0.06
H 2.62998 3.99024 1.30762 0.09
```

Values from the calculation:
SMILES string ... Cc1sc2nc(SCC(=O)N(CCO)CCO)nc(N)c2c1C
Frontier orbital gap ... 8.5 eV

Formula: C14H20N5O4
Source: OMol25
Level of theory: the ωB97M-V functional and the def2-TZVPD basis

Geometry as XYZ:
```
43
Properties=species:S:1:pos:R:3:lowdin_charge:R:1
C -3.43363 -0.97593 3.15046 -0.05
H -4.26212 -0.51176 3.68188 0.10
H -2.99051 -1.75299 3.77928 0.10
H -3.80338 -1.41653 2.22006 0.10
O -2.52082 0.07048 2.90104 -0.09
C -1.35045 -0.19887 2.27477 -0.18
C -1.00637 -1.46008 1.80396 0.01
C 0.18891 -1.69677 1.14060 -0.06
C 1.08646 -0.65933 0.94562 -0.23
C 0.76851 0.60010 1.43911 0.03
C -0.42946 0.86500 2.09570 -0.18
O -0.56483 2.14580 2.48035 -0.05
C -1.70844 2.62262 3.16618 -0.05
H -2.61076 2.51453 2.56314 0.10
H -1.50780 3.67939 3.33562 0.10
H -1.84210 2.11810 4.12369 0.10
H 1.45057 1.43111 1.34033 0.14
C 2.34790 -0.83195 0.14014 -0.06
N 2.23186 -0.01958 -1.09154 -0.01
H 1.93650 0.93077 -0.81611 0.14
C 3.40342 0.07095 -1.97303 -0.08
H 4.12174 0.80321 -1.61120 0.14
H 3.87530 -0.91197 -2.04129 0.14
C 2.75698 0.46303 -3.30957 -0.13
N 1.56255 -0.35882 -3.37754 0.07
C 1.01950 -0.49422 -2.07288 -0.43
O 0.68691 -1.79041 -1.85201 0.09
C -0.07349 0.48080 -1.78046 -0.12
N 0.15084 1.67219 -1.28687 0.12
O -1.02410 2.25993 -1.12999 -0.03
N -2.02829 1.46920 -1.52049 0.14
C -1.49696 0.34068 -1.94143 -0.32
N -2.19039 -0.74606 -2.33383 0.16
H -3.17030 -0.59222 -2.51387 0.12
H -1.72860 -1.40085 -2.94449 0.11
H 0.08810 -1.89776 -1.09167 0.10
H 1.74520 -1.27945 -3.76507 0.15
H 3.39513 0.28655 -4.17088 0.14
H 2.45793 1.51479 -3.29351 0.13
H 2.50282 -1.87617 -0.14027 0.14
H 3.21958 -0.47755 0.69546 0.15
H 0.42661 -2.70317 0.82754 0.12
H -1.68051 -2.28678 1.95306 0.11
```

Values from the calculation:
SMILES string ... COc1ccc(C[N@H+]2CCN[C@]2(O)c2nonc2N)cc1OC
Frontier orbital gap ... 8.8 eV
Net charge ... +1

Formula: C14H21AlF8O2S
Source: OMol25
Level of theory: the ωB97M-V functional and the def2-TZVPD basis

Geometry as XYZ:
```
47
Properties=species:S:1:pos:R:3:lowdin_charge:R:1
C 4.13229 -0.24539 0.75144 -0.01
C 3.26341 -1.10935 1.67059 -0.34
O 1.88954 -1.09108 1.32349 -0.14
C 1.46598 -2.16470 0.50346 -0.12
C 0.20353 -1.75911 -0.29257 -0.02
C 0.39401 -1.70844 -1.73536 -0.10
C 1.44220 -0.66250 -2.22460 -0.16
O 1.22240 0.58834 -1.64729 -0.11
C -0.05781 1.10687 -1.97193 -0.07
C -0.12562 2.61382 -1.64263 -0.38
F 1.08190 3.07668 -1.26073 0.15
F -0.47364 3.24379 -2.79257 0.14
C -1.22081 3.04074 -0.59649 -0.34
F -1.65226 4.25235 -0.93768 0.19
F -2.26784 2.17344 -0.69703 0.12
C -0.86090 3.12801 0.91501 -0.38
F 0.22598 3.89570 1.11168 0.16
F -1.91091 3.71171 1.52618 0.17
C -0.63940 1.78829 1.64303 -0.23
F 0.09844 0.94640 0.85205 0.08
F -1.80634 1.16945 1.91389 0.09
C -1.06447 -2.29372 0.24806 -0.43
S -2.57911 -2.14344 -0.69511 0.97
C -3.26439 -0.57298 -0.07349 -0.50
C -4.65174 -0.75432 0.58080 -0.12
H 3.67417 -0.18742 -0.23968 0.08
H 4.21686 0.77346 1.13329 0.10
H 5.13925 -0.65772 0.65006 0.10
H 3.64465 -2.14557 1.68565 0.11
H 3.33398 -0.68626 2.70184 -0.05
H 1.19306 -3.02256 1.12930 0.15
H 2.24524 -2.42166 -0.22110 0.14
H -0.54619 -1.61109 -2.28367 0.10
H 0.79944 -2.71735 -1.95559 0.20
H 2.44725 -0.99609 -1.94544 0.12
H 1.41588 -0.61522 -3.32179 0.15
H -0.20609 1.02090 -3.05692 0.16
H -0.86782 0.56635 -1.47346 0.11
H -0.10423 1.97572 2.58014 0.18
H -1.22196 -1.92023 1.27396 0.13
H -0.82705 -3.36859 0.36537 0.14
H -2.56469 -0.10927 0.62455 0.04
H -3.35783 0.06066 -0.95987 0.07
H -4.63145 -0.40155 1.61414 0.08
H -4.96415 -1.80217 0.58161 0.06
H -5.40721 -0.17736 0.04386 0.08
Al 3.74441 -1.78756 4.60153 1.14
```

Values from the calculation:
Frontier orbital gap ... 5.7 eV
Net charge ... +2

Repeat the sixth record exactly.
Formula: C14H21AlF8O2S
Source: OMol25
Level of theory: the ωB97M-V functional and the def2-TZVPD basis

Geometry as XYZ:
```
47
Properties=species:S:1:pos:R:3:lowdin_charge:R:1
C 4.13229 -0.24539 0.75144 -0.01
C 3.26341 -1.10935 1.67059 -0.34
O 1.88954 -1.09108 1.32349 -0.14
C 1.46598 -2.16470 0.50346 -0.12
C 0.20353 -1.75911 -0.29257 -0.02
C 0.39401 -1.70844 -1.73536 -0.10
C 1.44220 -0.66250 -2.22460 -0.16
O 1.22240 0.58834 -1.64729 -0.11
C -0.05781 1.10687 -1.97193 -0.07
C -0.12562 2.61382 -1.64263 -0.38
F 1.08190 3.07668 -1.26073 0.15
F -0.47364 3.24379 -2.79257 0.14
C -1.22081 3.04074 -0.59649 -0.34
F -1.65226 4.25235 -0.93768 0.19
F -2.26784 2.17344 -0.69703 0.12
C -0.86090 3.12801 0.91501 -0.38
F 0.22598 3.89570 1.11168 0.16
F -1.91091 3.71171 1.52618 0.17
C -0.63940 1.78829 1.64303 -0.23
F 0.09844 0.94640 0.85205 0.08
F -1.80634 1.16945 1.91389 0.09
C -1.06447 -2.29372 0.24806 -0.43
S -2.57911 -2.14344 -0.69511 0.97
C -3.26439 -0.57298 -0.07349 -0.50
C -4.65174 -0.75432 0.58080 -0.12
H 3.67417 -0.18742 -0.23968 0.08
H 4.21686 0.77346 1.13329 0.10
H 5.13925 -0.65772 0.65006 0.10
H 3.64465 -2.14557 1.68565 0.11
H 3.33398 -0.68626 2.70184 -0.05
H 1.19306 -3.02256 1.12930 0.15
H 2.24524 -2.42166 -0.22110 0.14
H -0.54619 -1.61109 -2.28367 0.10
H 0.79944 -2.71735 -1.95559 0.20
H 2.44725 -0.99609 -1.94544 0.12
H 1.41588 -0.61522 -3.32179 0.15
H -0.20609 1.02090 -3.05692 0.16
H -0.86782 0.56635 -1.47346 0.11
H -0.10423 1.97572 2.58014 0.18
H -1.22196 -1.92023 1.27396 0.13
H -0.82705 -3.36859 0.36537 0.14
H -2.56469 -0.10927 0.62455 0.04
H -3.35783 0.06066 -0.95987 0.07
H -4.63145 -0.40155 1.61414 0.08
H -4.96415 -1.80217 0.58161 0.06
H -5.40721 -0.17736 0.04386 0.08
Al 3.74441 -1.78756 4.60153 1.14
```

Values from the calculation:
Frontier orbital gap ... 5.7 eV
Net charge ... +2

Q: Number 2 is which compound?
A: C14H20N4O3PdS